C3H4N2O2 | ωB97M-V with the def2-TZVPD basis set

Structure (XYZ):
```
11
Properties=species:S:1:pos:R:3:nbo_charge:R:1
C 0.605 -0.062 1.325 -0.43
N -0.008 0.192 0.017 -0.36
N -1.514 0.552 0.166 -0.18
C -0.737 1.346 -0.378 0.22
O -0.451 -0.440 -2.376 -0.58
C 0.058 -1.173 -1.605 1.04
O 0.560 -2.112 -1.107 -0.56
H 0.706 0.805 1.981 0.19
H -0.038 -0.804 1.806 0.22
H 1.580 -0.539 1.174 0.22
H -0.762 2.235 -1.004 0.23
```

Results
E_HOMO ... -9.79 eV
Maximum force ... 0.73 eV/Å
Charge ... 0
Frontier orbital gap ... 10.420 eV
ΔE to the lowest compared entry with this formula, charge and spin ... 99.69 kcal/mol
SMILES ... CN1C=N1.O=C=O